1.
DFT (wB97M-V/def2-TZVPD) results for a structure of composition C23H35BIrN12STe.

Calculated values
LUMO energy (alpha / beta) = -0.1254 / -0.1256 Ha
energy above the lowest of the compared OMol25 structures with the same formula, charge and spin = 0.659 eV
total energy = -63940.5106 eV
orbital gap (alpha / beta) = 0.2211 / 0.2209 Eh

The geometry in ORCA input format:
```
! RIJCOSX wB97M-V def2-TZVPD def2/J DEFGRID3
* xyz 1 1
Ir -0.253 1.102 0.337
C -2.195 -2.013 -0.590
C -0.753 -1.912 -0.944
C 0.006 -2.831 -1.675
C 1.293 -2.348 -1.621
N 1.290 -1.214 -0.903
N 0.026 -0.915 -0.515
B 2.468 -0.246 -0.614
N 2.444 0.160 0.885
C 3.460 0.077 1.755
C 2.991 0.409 3.005
C 1.633 0.685 2.838
C 0.647 0.919 3.931
N 1.319 0.549 1.543
N 2.220 1.013 -1.479
C 2.919 1.600 -2.461
C 2.231 2.726 -2.860
C 1.094 2.774 -2.054
C 0.069 3.860 -2.063
N 1.088 1.714 -1.232
N 3.776 -0.953 -0.886
C 4.145 -2.160 -0.375
C 5.492 -2.304 -0.555
C 5.901 -1.103 -1.181
C 7.270 -0.708 -1.622
N 4.870 -0.297 -1.359
H -2.838 -1.958 -1.471
H -2.398 -2.968 -0.102
H -2.451 -1.228 0.115
H -0.333 -3.743 -2.136
H 2.206 -2.739 -2.036
H 4.437 -0.240 1.430
H 3.540 0.412 3.930
H 0.684 0.078 4.626
H 0.888 1.827 4.482
H -0.361 1.020 3.542
H 3.867 1.193 -2.760
H 2.525 3.445 -3.605
H 0.516 4.761 -2.477
H -0.790 3.624 -2.699
H -0.279 4.097 -1.056
H 3.428 -2.815 0.094
H 6.102 -3.149 -0.284
H 7.689 -1.447 -2.306
H 7.237 0.255 -2.127
H 7.945 -0.629 -0.769
C -2.909 0.728 -3.615
C -3.640 0.691 -2.326
N -4.822 0.185 -2.142
N -5.051 0.345 -0.827
C -4.058 0.925 -0.166
S -4.240 1.436 1.489
N -3.135 1.156 -1.132
N -1.838 1.710 -1.013
H -3.582 0.391 -4.398
H -2.044 0.060 -3.592
H -2.573 1.738 -3.853
H -5.929 0.061 -0.416
H -1.946 2.709 -0.771
H -1.404 1.603 -1.929
C -5.155 -1.126 3.432
C -3.904 -1.170 2.562
C -2.856 -2.121 3.137
C -3.266 0.206 2.421
H -5.595 -2.118 3.528
H -5.914 -0.459 3.019
H -4.907 -0.772 4.436
H -4.187 -1.520 1.562
H -2.518 -1.768 4.114
H -1.977 -2.194 2.491
H -3.272 -3.119 3.272
H -2.260 0.184 1.991
H -3.174 0.703 3.392
Te -0.906 3.159 1.637
*
```

2.
DFT (wB97M-V/def2-TZVPD) results for an isolated molecule of C3H6O.

Calculated values
LUMO energy = 0.0381 Ha
energy above the lowest of the compared OMol25 structures with the same formula, charge and spin = 1.429 eV
SMILES string = OC1CC1
total energy = -5254.2653 eV
orbital gap = 0.4054 Eh

The geometry in ORCA input format:
```
! RIJCOSX wB97M-V def2-TZVPD def2/J DEFGRID3
* xyz 0 1
O 1.645 -0.170 -0.185
C 0.481 -0.097 0.498
C -0.622 0.703 -0.106
C -0.651 -0.804 -0.208
H 2.045 0.745 -0.231
H 0.448 -0.190 1.572
H -0.286 1.191 -1.041
H -1.470 1.181 0.397
H -1.287 -1.369 0.467
H -0.303 -1.191 -1.164
*
```

3.
DFT (wB97M-V/def2-TZVPD) results for a cluster of 2 separate species, C2H4ClIO2S in total.

Calculated values
LUMO energy (alpha / beta) = -0.0425 / -0.1172 Ha
energy above the lowest of the compared OMol25 structures with the same formula, charge and spin = 2.519 eV
total energy = -37688.5281 eV
orbital gap (alpha / beta) = 0.3357 / 0.2251 Eh

The geometry in ORCA input format:
```
! RIJCOSX wB97M-V def2-TZVPD def2/J DEFGRID3
* xyz 0 1
C 0.828 0.225 -0.777
C -1.695 0.838 0.281
O -1.073 -1.510 -0.874
O -0.267 -1.064 1.453
S -0.535 -0.587 0.113
Cl -1.250 2.222 1.127
I 3.256 -2.142 1.660
H 1.499 0.782 -0.222
H 1.456 -0.633 -1.079
H 0.492 0.871 -1.553
H -2.710 1.000 -0.129
*
```

4.
DFT (wB97M-V/def2-TZVPD) results for an isolated molecule of C2H6N4OS.

Calculated values
LUMO energy = -0.0100 Ha
energy above the lowest of the compared OMol25 structures with the same formula, charge and spin = 6.725 eV
SMILES string = [H]/N=C(/NN)NOC=S
total energy = -21008.5806 eV
orbital gap = 0.3394 Eh

The geometry in ORCA input format:
```
! RIJCOSX wB97M-V def2-TZVPD def2/J DEFGRID3
* xyz 0 1
H -1.680 -1.041 -0.125
N -1.799 -0.528 0.697
C -0.891 0.211 1.040
N -0.794 0.551 2.509
N -0.602 2.034 3.096
N 0.303 0.782 0.204
O 0.267 0.401 -1.136
C 0.921 -0.920 -1.244
S 1.263 -1.441 -2.717
H -1.352 -0.204 3.102
H 0.422 2.350 3.096
H -0.939 2.634 2.344
H 0.146 1.835 -0.067
H 1.129 -1.348 -0.105
*
```

5.
DFT (wB97M-V/def2-TZVPD) results for an isolated molecule of C11H15FN2S.

Calculated values
LUMO energy (alpha / beta) = -0.0053 / -0.0057 Ha
energy above the lowest of the compared OMol25 structures with the same formula, charge and spin = 2.038 eV
total energy = -28178.9801 eV
orbital gap (alpha / beta) = 0.2406 / 0.2401 Eh

The geometry in ORCA input format:
```
! RIJCOSX wB97M-V def2-TZVPD def2/J DEFGRID3
* xyz 0 1
C 1.457 2.892 -1.339
C 1.456 2.597 0.986
C 1.021 1.541 -1.494
C 1.441 3.523 -0.117
C 0.455 0.910 -0.267
C 1.384 -0.294 -3.112
C -0.378 -0.175 -0.181
C -0.872 -3.176 2.282
C -2.203 -0.508 1.608
C -0.785 -2.476 0.902
C -0.772 -0.910 1.041
N 0.995 1.394 0.884
N 1.333 0.980 -2.729
F 1.767 4.802 0.119
S -1.065 -0.713 -1.696
H 1.774 3.373 -2.171
H 1.929 3.062 1.882
H 1.616 -0.250 -4.121
H 1.198 -1.169 -2.430
H -1.519 -2.507 2.963
H 0.021 -3.434 2.844
H -1.388 -4.123 2.054
H -2.657 -1.162 2.365
H -2.910 -0.559 0.753
H -2.234 0.487 2.247
H 0.129 -2.685 0.437
H -1.524 -2.735 0.160
H 0.007 -0.812 1.757
H 1.661 1.707 -3.309
H -1.336 0.421 -2.316
*
```

6.
DFT (wB97M-V/def2-TZVPD) results for a structure of composition C23H32FeNO4.

Calculated values
LUMO energy (alpha / beta) = 0.0949 / 0.0948 Ha
energy above the lowest of the compared OMol25 structures with the same formula, charge and spin = 0.000 eV
total energy = -68435.6438 eV
⟨S²⟩ = 6.03
orbital gap (alpha / beta) = 0.2145 / 0.2517 Eh

The geometry in ORCA input format:
```
! RIJCOSX wB97M-V def2-TZVPD def2/J DEFGRID3
* xyz -1 5
O 1.390 2.214 -0.992
C 2.895 2.017 -1.056
C 3.184 3.156 -1.991
H 3.168 1.047 -1.486
H 3.347 2.115 -0.057
C 1.686 3.431 -1.764
H 3.395 2.780 -2.997
H 3.873 3.881 -1.575
C 0.964 3.484 -3.096
H 1.010 2.514 -3.603
H 1.449 4.233 -3.743
H -0.079 3.774 -2.945
C 1.496 4.682 -0.924
H 2.036 4.588 0.022
H 0.426 4.846 -0.743
H 1.907 5.553 -1.460
Fe -1.661 -0.091 0.733
C -2.758 0.135 2.906
C -2.355 -1.100 3.462
C -0.944 -1.180 3.413
H -3.001 -1.832 3.925
C -0.436 0.002 2.818
C -1.560 0.882 2.550
H -1.493 1.962 2.435
H -3.780 0.505 2.909
H -0.344 -1.990 3.816
H 0.618 0.294 2.777
C -3.632 -0.012 -0.055
C -3.110 1.308 0.172
C -1.948 1.470 -0.668
H -3.517 2.072 0.822
C -1.776 0.268 -1.418
C -2.799 -0.656 -1.035
H -2.982 -1.606 -1.529
H -4.530 -0.445 0.381
H -1.345 2.368 -0.786
H -1.066 0.135 -2.232
O 2.465 -1.084 -1.938
C 1.291 -0.598 -1.238
C 1.659 -0.304 0.251
H 0.552 -1.414 -1.251
H 0.909 0.325 -1.711
C 2.939 -1.105 0.487
H 0.857 -0.620 0.921
H 1.819 0.772 0.380
C 3.397 -1.531 -0.938
H 2.666 -2.021 1.026
H 3.693 -0.537 1.050
H 3.474 -2.627 -1.002
H 4.363 -1.055 -1.162
O 0.488 -3.173 -0.468
C -0.539 -3.386 0.180
C -0.953 -4.800 0.585
C -2.354 -4.632 1.073
C -2.581 -3.129 1.065
O -3.643 -2.641 1.476
N -1.468 -2.439 0.604
H -0.883 -5.497 -0.254
H -0.291 -5.172 1.374
H -3.094 -5.107 0.425
H -2.497 -5.032 2.079
*
```